No. 1
{"formula": "C16H20CrN5O11P2", "method": "ωB97M-V with the def2-TZVPD basis set", "symbols": ["Cr", "O", "C", "C", "C", "C", "C", "C", "C", "O", "N", "N", "C", "C", "C", "C", "C", "C", "N", "H", "H", "H", "H", "H", "H", "H", "H", "H", "H", "N", "N", "C", "O", "O", "H", "H", "H", "C", "C", "O", "P", "O", "O", "O", "P", "O", "O", "O", "H", "H", "H", "H", "H", "H", "H"], "xyz": [[0.539, 0.639, 0.205], [-4.970, 1.155, -1.033], [-4.780, 0.113, -1.863], [-5.820, -0.190, -2.747], [-5.707, -1.244, -3.630], [-4.557, -2.027, -3.656], [-3.531, -1.731, -2.784], [-3.613, -0.670, -1.880], [-2.434, -0.444, -0.993], [-1.422, -1.149, -1.095], [-2.573, 0.603, -0.138], [-1.493, 0.850, 0.637], [-1.696, 1.491, 1.734], [-0.561, 1.775, 2.598], [-0.694, 2.435, 3.814], [0.437, 2.636, 4.586], [1.662, 2.179, 4.126], [1.714, 1.538, 2.899], [0.630, 1.332, 2.162], [-4.171, 1.216, -0.459], [-6.706, 0.428, -2.713], [-6.526, -1.459, -4.304], [-4.470, -2.853, -4.348], [-2.622, -2.318, -2.775], [-2.702, 1.784, 2.018], [-1.665, 2.782, 4.135], [0.364, 3.148, 5.535], [2.569, 2.323, 4.694], [2.646, 1.191, 2.475], [0.493, 0.489, -1.870], [1.176, 1.638, -2.325], [1.039, 2.766, -1.488], [1.327, 3.867, -1.888], [0.563, 2.472, -0.305], [0.994, -0.376, -2.090], [-0.456, 0.419, -2.230], [1.107, 1.839, -3.313], [3.460, -1.962, 2.213], [3.364, -1.954, 0.699], [4.302, -2.889, 0.195], [3.729, -0.304, -0.024], [4.191, -0.516, -1.512], [5.029, 0.207, 0.709], [2.585, 0.650, 0.112], [1.666, -2.201, 0.036], [1.248, -3.681, 0.421], [1.847, -2.010, -1.441], [0.784, -1.242, 0.819], [4.465, -1.693, 2.534], [3.238, -2.970, 2.562], [2.739, -1.277, 2.656], [4.070, -3.106, -0.717], [3.469, -0.980, -1.987], [5.404, 1.024, 0.349], [0.320, -3.742, 0.688]], "mulliken_spin": [3.09, 0.00, 0.00, 0.00, 0.00, 0.00, 0.00, 0.01, -0.01, 0.01, -0.01, -0.05, 0.02, 0.03, 0.00, 0.01, 0.00, 0.01, -0.04, 0.00, 0.00, 0.00, 0.00, 0.00, 0.00, 0.00, 0.00, 0.00, 0.00, -0.03, 0.00, 0.01, 0.01, -0.02, 0.00, 0.00, 0.00, 0.00, 0.00, 0.00, 0.01, 0.00, 0.00, -0.01, 0.00, 0.00, 0.00, -0.02, 0.00, 0.00, 0.00, 0.00, 0.00, 0.00, 0.00], "total_charge": 0, "lumo_ev": [-0.882, -1.107], "total_energy_ev": -93897.824, "e_above_lowest_kj_mol": 17.2, "multiplicity": 4, "homo_lumo_gap_ev": [7.182, 6.956]}

=====

No. 2
{"formula": "C16H20InN2OP", "method": "ωB97M-V with the def2-TZVPD basis set", "symbols": ["C", "C", "C", "C", "C", "In", "P", "H", "H", "H", "H", "H", "H", "H", "H", "C", "N", "N", "C", "O", "C", "C", "C", "C", "C", "C", "C", "C", "C", "H", "H", "H", "H", "H", "H", "H", "H", "H", "H", "H", "H"], "xyz": [[-0.584, 0.300, -4.949], [-1.383, 1.415, -4.543], [-0.504, 2.395, -3.945], [0.848, 1.936, -4.126], [0.792, 0.622, -4.681], [0.962, -1.684, -2.196], [-0.212, -4.023, -2.412], [-0.919, -0.710, -5.300], [-2.465, 1.499, -4.609], [-0.812, 3.295, -3.372], [1.638, -0.050, -4.919], [1.754, 2.468, -3.818], [1.127, -4.415, -2.924], [-1.507, -4.017, -3.181], [-0.371, -4.032, -0.924], [0.807, 1.284, 3.575], [0.651, 1.340, 2.138], [0.057, 0.339, 1.458], [0.196, 0.570, 0.109], [-0.336, -0.200, -0.769], [0.919, 1.801, 0.001], [1.222, 2.218, 1.283], [2.028, 3.358, 1.796], [-0.560, -0.781, 2.093], [-1.576, -0.606, 3.046], [-2.213, -1.741, 3.562], [-1.865, -3.018, 3.088], [-0.812, -3.178, 2.178], [-0.188, -2.051, 1.658], [-0.170, 1.358, 4.070], [1.437, 2.115, 3.921], [1.277, 0.332, 3.875], [1.143, 2.254, -0.940], [1.455, 4.053, 2.437], [2.869, 3.020, 2.431], [2.463, 3.969, 0.988], [-1.888, 0.395, 3.354], [-2.979, -1.632, 4.334], [-2.404, -3.892, 3.454], [-0.477, -4.171, 1.874], [0.584, -2.134, 0.884]], "lowdin_charge": [-0.23, -0.19, -0.18, -0.22, -0.29, 0.58, 0.51, 0.06, 0.06, 0.07, 0.05, 0.06, -0.07, -0.05, -0.09, 0.01, -0.08, 0.05, -0.41, -0.22, 0.09, -0.24, -0.02, -0.18, -0.01, -0.06, -0.08, -0.08, -0.02, 0.08, 0.09, 0.11, 0.11, 0.09, 0.09, 0.10, 0.12, 0.11, 0.10, 0.10, 0.09], "total_charge": 0, "lumo_ev": -0.693, "total_energy_ev": -36400.482, "e_above_lowest_kj_mol": 39.3, "homo_lumo_gap_ev": 4.637}

=====

No. 3
{"formula": "C16H20N2O3STi", "method": "ωB97M-V with the def2-TZVPD basis set", "symbols": ["Ti", "C", "C", "O", "C", "C", "C", "N", "N", "C", "O", "C", "C", "C", "C", "C", "C", "H", "H", "H", "H", "H", "H", "H", "H", "H", "H", "H", "H", "O", "S", "C", "C", "C", "C", "H", "H", "H", "H", "H", "H", "H", "H"], "xyz": [[-0.253, -0.253, 0.214], [-1.789, -2.509, -2.711], [-1.671, -1.393, -1.745], [-0.987, -1.726, -0.572], [-2.128, -0.147, -1.880], [-1.896, 0.825, -0.765], [-3.017, 1.182, 0.181], [-0.758, 1.505, -0.643], [0.084, 1.579, -1.781], [1.149, 0.858, -1.714], [1.354, -0.012, -0.701], [2.157, 0.895, -2.788], [2.179, 1.959, -3.686], [3.121, 1.981, -4.700], [4.041, 0.944, -4.818], [4.019, -0.116, -3.922], [3.079, -0.139, -2.902], [-0.799, -2.863, -3.002], [-2.325, -2.200, -3.605], [-2.313, -3.347, -2.248], [-2.695, 0.161, -2.749], [-3.915, 0.631, -0.089], [-3.205, 2.254, 0.132], [-2.800, 0.952, 1.228], [1.460, 2.762, -3.588], [3.143, 2.808, -5.397], [4.778, 0.968, -5.611], [4.736, -0.921, -4.016], [3.062, -0.956, -2.194], [-0.241, -0.247, 2.138], [-0.731, -1.216, 3.284], [0.594, -1.150, 4.496], [0.228, -0.060, 5.500], [-1.286, -0.160, 5.668], [-1.858, -0.195, 4.249], [1.507, -1.002, 3.920], [0.622, -2.147, 4.941], [0.514, 0.918, 5.112], [0.763, -0.214, 6.435], [-1.714, 0.677, 6.216], [-1.551, -1.071, 6.208], [-1.795, 0.780, 3.761], [-2.863, -0.596, 4.144]], "mulliken_spin": [0.77, 0.00, -0.02, -0.02, 0.00, 0.07, 0.03, 0.10, 0.04, 0.01, -0.01, 0.01, 0.00, 0.00, 0.00, 0.00, 0.00, 0.00, 0.00, 0.00, 0.00, 0.00, 0.00, 0.00, 0.00, 0.00, 0.00, 0.00, 0.00, 0.02, 0.00, 0.00, 0.00, 0.00, 0.00, 0.00, 0.00, 0.00, 0.00, 0.00, 0.00, 0.00, 0.00], "total_charge": 1, "lumo_ev": [-3.039, -3.949], "total_energy_ev": -59984.227, "e_above_lowest_kj_mol": 206.0, "multiplicity": 2, "homo_lumo_gap_ev": [8.122, 7.340]}

=====

No. 4
{"formula": "C16H20N2O4", "method": "ωB97M-V with the def2-TZVPD basis set", "symbols": ["O", "C", "O", "C", "C", "C", "N", "C", "C", "C", "C", "C", "C", "N", "H", "H", "H", "H", "H", "H", "H", "H", "C", "C", "O", "C", "H", "H", "H", "H", "H", "H", "C", "C", "O", "C", "H", "H", "H", "H", "H", "H"], "xyz": [[4.462, 0.027, -0.452], [3.212, -0.300, -0.808], [2.791, -1.732, -0.875], [2.011, 0.802, -1.146], [0.680, 0.254, -0.296], [0.734, 0.399, 1.323], [-0.344, -0.063, 2.263], [-1.476, -0.684, 1.495], [-2.737, -1.298, 2.395], [-4.048, -1.988, 1.692], [-4.154, -2.063, 0.056], [-2.902, -1.472, -0.825], [-1.550, -0.793, -0.126], [-0.474, -0.323, -1.065], [2.478, -1.925, 0.073], [1.804, 0.927, -2.291], [2.338, 1.870, -0.732], [1.693, 0.907, 1.806], [-2.696, -1.262, 3.587], [-4.909, -2.429, 2.350], [-5.090, -2.523, -0.516], [-3.014, -1.548, -2.011], [0.665, -2.073, -3.628], [0.613, -2.133, -5.131], [-0.186, -1.450, -5.770], [1.574, -3.063, -5.823], [-0.085, -1.361, -3.267], [0.444, -3.058, -3.209], [1.653, -1.735, -3.304], [1.393, -4.091, -5.501], [2.602, -2.769, -5.597], [1.422, -3.002, -6.906], [1.125, 3.825, 5.013], [0.324, 3.676, 3.748], [0.755, 3.034, 2.791], [-1.025, 4.342, 3.698], [2.076, 3.293, 4.906], [1.335, 4.882, 5.198], [0.576, 3.394, 5.854], [-0.911, 5.422, 3.824], [-1.670, 3.934, 4.480], [-1.489, 4.150, 2.725]], "lowdin_charge": [-0.01, -0.27, -0.05, -0.05, -0.15, -0.03, 0.05, -0.15, -0.01, -0.07, -0.07, -0.01, -0.13, 0.09, 0.13, 0.13, 0.14, 0.12, 0.10, 0.08, 0.09, 0.10, -0.04, -0.49, 0.05, -0.03, 0.05, 0.09, 0.07, 0.08, 0.09, 0.08, -0.02, -0.48, 0.03, -0.02, 0.09, 0.09, 0.09, 0.09, 0.09, 0.09], "total_charge": 0, "lumo_ev": -1.368, "total_energy_ev": -28074.229, "e_above_lowest_kj_mol": 1406.5, "homo_lumo_gap_ev": 7.202}

=====

No. 5
{"formula": "C16H20N2O5S", "method": "ωB97M-V with the def2-TZVPD basis set", "symbols": ["C", "H", "H", "H", "O", "C", "C", "C", "C", "C", "C", "H", "H", "C", "H", "H", "H", "H", "S", "O", "O", "N", "C", "H", "H", "H", "C", "C", "O", "N", "H", "C", "C", "C", "C", "C", "O", "H", "H", "H", "H", "H", "H", "H"], "xyz": [[-4.584, -1.949, -0.644], [-4.534, -3.037, -0.649], [-5.367, -1.626, 0.048], [-4.815, -1.591, -1.653], [-3.311, -1.516, -0.220], [-3.118, -0.192, 0.007], [-1.911, 0.169, 0.604], [-1.588, 1.486, 0.835], [-2.463, 2.505, 0.474], [-3.673, 2.147, -0.102], [-4.008, 0.822, -0.332], [-4.958, 0.591, -0.787], [-4.376, 2.916, -0.388], [-2.082, 3.934, 0.698], [-2.857, 4.608, 0.343], [-1.912, 4.120, 1.758], [-1.155, 4.151, 0.170], [-0.638, 1.702, 1.295], [-0.742, -1.095, 1.104], [-1.383, -2.132, 1.855], [0.354, -0.422, 1.743], [-0.110, -1.796, -0.298], [-0.742, -3.013, -0.754], [-1.146, -3.509, 0.124], [0.007, -3.650, -1.227], [-1.553, -2.818, -1.462], [0.176, -0.839, -1.345], [1.084, 0.283, -0.837], [0.829, 1.454, -1.026], [2.210, -0.172, -0.259], [2.208, -1.138, 0.034], [3.075, 0.719, 0.497], [4.497, 0.286, 0.396], [5.235, -0.567, 1.166], [6.519, -0.629, 0.572], [6.463, 0.187, -0.515], [5.247, 0.742, -0.630], [7.195, 0.448, -1.254], [7.360, -1.199, 0.910], [4.905, -1.078, 2.047], [2.948, 1.715, 0.066], [2.756, 0.727, 1.545], [0.694, -1.361, -2.156], [-0.738, -0.383, -1.754]], "lowdin_charge": [-0.06, 0.10, 0.10, 0.10, -0.11, -0.26, -0.18, -0.01, -0.26, -0.02, 0.00, 0.11, 0.12, -0.04, 0.08, 0.08, 0.09, 0.12, 0.71, -0.27, -0.28, -0.27, -0.09, 0.08, 0.09, 0.08, -0.12, -0.51, 0.07, 0.07, 0.14, -0.09, -0.27, -0.03, -0.07, -0.12, 0.06, 0.12, 0.10, 0.11, 0.13, 0.13, 0.14, 0.13], "total_charge": 0, "lumo_ev": 0.638, "total_energy_ev": -40968.328, "e_above_lowest_kj_mol": 274.0, "homo_lumo_gap_ev": 9.217}

=====

| no. | F_max (hartree/bohr) |
| --- | --- |
| 1 | 0.0083 |
| 2 | 0.0545 |
| 3 | 0.0289 |
| 4 | 0.1753 |
| 5 | 0.0181 |